10 unconnected molecules or ions with the total composition C64H57ClF10N4O3 in a non-equilibrium geometry. Source: the Open Molecules 2025 dataset; level of theory: ωB97M-V/def2-TZVPD.

Geometry as XYZ:
```
139
C64H57ClF10N4O3 | the Open Molecules 2025 dataset | ωB97M-V/def2-TZVPD
Cl 0.63 0.02 3.38
F -5.68 2.48 2.53
F -1.04 -5.72 1.55
F -2.27 2.70 -2.46
F 1.33 1.15 -2.00
F 1.90 -2.83 4.72
F 2.93 4.96 -5.09
F -3.10 5.19 7.24
F 7.11 -6.05 -1.29
F -1.17 2.82 -6.20
F -4.75 -10.48 0.18
O -1.93 -4.07 -0.64
O -0.16 1.23 1.28
O 2.67 -3.15 0.58
N 1.63 -5.16 2.35
N -4.03 -1.86 0.78
N -2.33 -2.00 2.34
N -2.99 0.17 1.62
C 4.14 4.09 -1.49
C -1.95 5.02 -2.22
C -3.31 5.81 2.21
C -2.54 4.05 6.81
C 5.05 -7.20 2.06
C -3.29 -7.12 -1.66
C -4.11 1.54 -7.86
C 4.15 -1.61 7.93
C 6.92 -7.48 0.57
C -4.27 -9.38 -0.43
C 2.64 -2.43 5.78
C -3.65 3.46 1.86
C 3.45 3.59 -0.40
C -0.38 -4.64 1.09
C -1.39 1.71 5.92
C -2.85 4.58 1.76
C 2.50 2.60 -0.57
C 3.48 5.20 -6.30
C -1.47 2.81 5.08
C -5.39 4.79 2.88
C -1.47 3.78 -2.60
C -2.79 -1.21 1.21
C 2.98 4.53 -7.40
C -2.93 1.52 -5.34
C -1.09 -3.73 0.16
C 4.51 6.11 -6.40
C 5.28 -5.75 0.15
C 2.27 -2.82 7.05
C 0.59 -2.02 0.64
C -1.72 -1.26 0.03
C 2.94 2.59 -2.94
C -4.72 0.87 -6.80
C 0.48 0.31 1.63
C 5.06 6.36 -7.65
C -2.46 2.97 7.67
C 4.58 -6.15 1.28
C -2.34 2.18 -6.40
C -4.40 -9.25 -1.79
C 3.54 4.79 -8.64
C -4.90 3.58 2.43
C 3.75 -1.64 5.56
C -0.68 -2.29 0.30
C -2.91 2.20 -7.66
C 4.58 5.70 -8.77
C -3.91 -8.11 -2.41
C 3.03 -2.40 8.13
C 3.89 3.59 -2.76
C 0.16 5.98 -2.87
C 0.62 4.72 -3.24
C 4.50 -1.22 6.64
C -0.20 3.61 -3.10
C 6.21 -7.86 1.70
C 1.20 -0.64 0.74
C 0.87 -4.37 1.47
C 2.26 2.12 -1.84
C 6.43 -6.43 -0.19
C -2.05 3.99 5.51
C 1.50 -3.16 0.87
C -1.89 1.79 7.22
C -4.57 5.91 2.77
C -3.16 -7.27 -0.28
C -1.12 6.12 -2.35
C -4.13 0.86 -5.55
C -3.66 -8.41 0.34
H 3.16 4.28 -9.52
H -2.28 -1.56 -0.85
H -3.25 0.14 2.60
H 1.11 -5.98 2.62
H 0.14 2.62 -3.37
H 5.37 -0.60 6.49
H -2.68 6.69 2.12
H -4.93 6.87 3.13
H -3.08 -2.56 2.71
H -2.45 1.52 -4.37
H 4.93 -4.93 -0.46
H 0.80 6.84 -2.97
H -1.08 2.74 4.07
H -3.57 -8.54 1.41
H -1.26 -0.30 -0.18
H 2.17 3.82 -7.28
H 4.50 -7.51 2.94
H 6.58 -8.68 2.31
H 5.88 7.07 -7.74
H 3.65 3.98 0.59
H 4.74 -1.28 8.77
H 4.86 6.62 -5.51
H -0.95 0.79 5.57
H -2.85 3.06 8.67
H -3.82 0.53 1.15
H -3.84 -2.81 0.47
H -6.38 4.85 3.31
H -4.61 0.34 -4.73
H -1.48 7.10 -2.05
H -4.88 -10.04 -2.36
H 2.75 -2.71 9.13
H -2.96 5.11 -1.83
H -2.14 4.85 4.87
H 1.83 -4.65 3.20
H -4.57 1.54 -8.84
H 2.20 -0.78 1.16
H -2.91 -6.23 -2.13
H 1.39 -3.43 7.19
H -5.66 0.35 -6.96
H -1.89 -1.45 3.06
H 2.73 2.18 -3.92
H -3.30 2.49 1.53
H -4.44 -1.36 0.00
H 1.62 4.60 -3.64
H -2.67 -6.50 0.28
H 4.01 -1.35 4.55
H 5.02 5.89 -9.74
H 3.66 -5.63 1.56
H 4.42 3.97 -3.62
H -1.86 4.49 1.32
H 4.88 4.87 -1.36
H 7.82 -7.98 0.26
H -2.42 2.74 -8.46
H 1.34 -0.17 -0.23
H -1.83 0.93 7.88
H 1.94 2.21 0.27
H -4.02 -7.99 -3.48
```

Output
Multiplicity ... 1
Net charge ... 0
Frontier orbital gap ... 0.2906 hartree
HOMO level ... -9.0 eV
SMILES ... NC1=C(F)C(=O)C(CC(N)(N)N)=C(CC(=O)Cl)C1=O.Fc1ccccc1.Fc1ccccc1.Fc1ccccc1.Fc1ccccc1.Fc1ccccc1.Fc1ccccc1.Fc1ccccc1.Fc1ccccc1.Fc1ccccc1